ORCA calculation (the ωB97M-V functional and the def2-TZVPD basis) on a molecular structure, C37H36AsCeN8O2S9Sb at a distorted geometry.

Last column: Mulliken charge in e.
Element x y z (Å)
Ce1 2.042 -1.278 -0.527  -1.161
N1 3.992 -2.860 -3.610  -0.120
C1 2.714 -2.908 -3.871  0.358
N2 2.366 -2.943 -5.131  -0.839
C2 0.988 -2.990 -5.296  0.414
N3 0.554 -2.814 -6.550  -0.451
N4 0.101 -3.305 -4.358  -0.689
C3 0.582 -3.157 -3.096  -0.387
N5 1.842 -2.865 -2.798  0.192
C4 -0.330 -3.460 -1.956  1.237
C5 -1.413 -4.325 -2.180  -1.082
C6 -2.147 -4.662 -1.078  -0.558
C7 -1.869 -4.161 0.237  -1.433
C8 -0.799 -3.281 0.240  0.010
N6 -0.067 -2.966 -0.771  1.048
H1 4.607 -2.960 -4.441  0.261
H2 4.306 -2.764 -2.604  0.035
H3 1.238 -2.427 -7.130  0.257
H4 -0.400 -2.533 -6.685  0.260
H5 -1.491 -4.794 -3.116  0.687
H6 -2.921 -5.456 -1.211  0.274
H7 -2.436 -4.349 1.112  0.601
H8 -0.439 -2.880 1.207  0.314
C9 2.146 0.383 3.349  -0.387
O1 1.902 -0.940 3.795  -0.560
C10 1.602 -1.880 2.919  -0.316
O2 1.010 -1.674 1.804  1.666
N7 1.833 -3.115 3.365  -0.132
N8 1.232 -4.178 2.600  -0.395
H9 1.469 0.752 2.593  0.039
H10 3.137 0.442 2.919  0.223
H11 1.989 0.933 4.243  0.425
H12 2.671 -3.339 3.817  0.251
H13 1.423 -5.017 3.133  0.302
H14 1.697 -4.154 1.705  -0.099
S1 0.167 3.509 -6.431  -0.342
C11 0.570 2.413 -5.219  0.129
S2 -0.633 1.634 -4.300  -0.026
C12 0.436 0.740 -3.181  -0.697
C13 1.806 0.888 -3.402  0.698
S3 3.169 0.313 -2.508  -0.531
S4 2.152 1.942 -4.723  -0.248
S5 -0.326 -0.248 -1.970  0.266
S6 6.937 -3.260 -0.177  -0.726
Sb1 5.108 -2.835 1.037  1.001
S7 3.201 -3.641 -0.059  -0.707
S8 4.300 -0.612 0.902  -0.455
S9 5.114 -3.698 3.121  -0.762
C14 1.298 4.566 -0.457  -1.188
C15 2.160 3.705 0.506  2.041
C16 3.630 3.697 0.038  -1.668
C17 2.007 4.349 1.874  -1.827
C18 1.770 2.286 0.435  0.031
C19 1.662 1.128 0.114  0.024
H15 1.401 5.647 -0.284  0.427
H16 0.337 4.213 -0.308  -0.107
H17 1.599 4.376 -1.469  0.397
H18 4.018 4.735 0.142  0.399
H19 3.763 3.378 -0.995  0.265
H20 4.180 2.936 0.574  0.315
H21 2.206 5.404 1.800  0.505
H22 2.739 3.862 2.517  0.358
H23 1.016 4.118 2.361  0.186
C20 -5.465 -2.255 -0.073  -0.690
C21 -4.566 -1.796 -1.062  -0.499
C22 -3.530 -0.926 -0.787  -0.011
C23 -3.288 -0.465 0.508  0.236
C24 -4.198 -0.870 1.514  -0.416
C25 -5.234 -1.793 1.210  -0.656
As1 -1.571 0.550 1.072  1.268
C26 -2.184 1.159 2.859  0.062
C27 -2.205 0.453 4.064  -0.203
C28 -2.452 1.112 5.270  -0.715
C29 -2.559 2.501 5.247  -0.599
C30 -2.554 3.176 4.038  -0.715
C31 -2.389 2.538 2.816  0.240
C32 -2.397 3.197 1.500  0.354
C33 -2.739 4.529 1.281  -0.705
C34 -2.648 5.007 -0.044  -0.763
C35 -2.142 4.196 -1.089  -0.568
C36 -1.814 2.866 -0.818  -0.237
C37 -1.958 2.371 0.454  0.274
H24 -6.309 -2.961 -0.252  0.307
H25 -4.760 -2.163 -2.081  0.348
H26 -2.928 -0.668 -1.618  0.621
H27 -4.167 -0.565 2.559  0.218
H28 -5.779 -2.080 2.061  0.437
H29 -1.888 -0.589 4.022  0.469
H30 -2.418 0.576 6.211  0.368
H31 -2.601 3.109 6.207  0.286
H32 -2.498 4.255 4.180  0.251
H33 -3.114 5.129 2.120  0.354
H34 -2.950 5.997 -0.255  0.424
H35 -1.956 4.674 -2.089  0.352
H36 -1.655 2.118 -1.591  -0.097

## Properties
**Energy relative to the best compared isomer or geometry (same formula, charge and spin)**: 0.000 eV
**LUMO**: 0.13085 Eh
**M**: 1250.15 g mol⁻¹
**Net charge**: -2
**Spin multiplicity**: 1